# 1
{"formula": "C48H44AuClN4OP2S", "method": "wB97M-V/def2-TZVPD", "species": ["H", "H", "C", "C", "C", "H", "C", "H", "C", "C", "N", "C", "Cl", "C", "H", "H", "H", "H", "C", "H", "H", "C", "C", "C", "H", "H", "H", "H", "C", "H", "H", "C", "C", "H", "C", "H", "H", "C", "H", "H", "C", "C", "C", "C", "C", "H", "C", "H", "C", "H", "C", "H", "H", "C", "H", "C", "C", "C", "C", "H", "H", "H", "C", "H", "P", "H", "N", "H", "H", "C", "O", "C", "C", "H", "H", "Au", "C", "H", "N", "C", "C", "C", "C", "C", "C", "C", "C", "C", "S", "C", "H", "H", "C", "N", "H", "H", "H", "C", "H", "C", "P", "H"], "positions_angstrom": [[-2.12979, 1.53932, 4.56220], [-1.58932, 2.53464, 6.78818], [3.35085, -0.90602, 1.11882], [-0.67737, -3.38232, -1.48029], [4.49724, -4.40052, -3.76967], [-0.89090, -2.48995, 0.64240], [-2.48067, 0.08615, -0.20228], [0.28924, -0.96049, 5.18587], [-5.73121, 5.42022, -1.72283], [2.68319, -4.78656, 0.22192], [-3.92446, 3.47873, -0.02535], [3.79881, -5.23471, 2.71247], [-4.10395, -0.60778, 0.24235], [3.55883, -2.21620, -3.39724], [3.44636, -1.18644, -3.70307], [0.00004, 3.29461, 6.96567], [0.67587, 3.36568, 2.05511], [-0.17910, 0.40399, -1.01398], [2.22349, 2.71771, -1.52668], [3.04470, -6.85037, -0.18289], [6.70338, -0.55329, 0.82084], [0.79870, 0.80987, -1.23983], [0.16662, 3.10297, 2.96519], [2.94324, -4.07398, -1.99882], [-5.36305, 7.07387, 1.21063], [1.97526, 0.66821, 1.67428], [-2.61576, -2.33811, 2.34864], [0.96461, 4.37633, 4.60596], [4.67971, -1.25050, 0.86470], [-2.23969, -1.19316, -4.25693], [-3.51039, 2.59747, 0.23194], [-2.48904, -2.90412, -2.98566], [4.38419, -3.06032, -4.11985], [4.29055, 2.30502, -1.95072], [-3.13518, 4.55654, -0.09936], [-0.04926, -0.59586, -3.33989], [0.12436, 2.82741, -1.03889], [2.85554, -2.71784, -2.29885], [-7.77963, 7.46977, 0.82675], [-5.13798, 4.87268, -2.44472], [-0.61115, -2.17250, 1.63366], [0.30592, 3.62153, 4.21409], [-7.08847, 5.62329, -1.92472], [3.31281, 1.88395, -1.75873], [-1.92051, -3.69841, -1.99724], [-8.88156, 6.52661, -1.17340], [3.15431, 0.51100, -1.73561], [4.05898, -7.25715, 2.04619], [5.33534, 0.99580, 1.40367], [-3.09756, 6.52668, -0.38574], [-0.56705, -1.46400, -2.95588], [-7.56628, 5.22052, -2.80766], [2.03357, -1.08048, 3.47934], [3.76378, -4.92139, -2.71267], [3.80487, -5.97304, -2.46436], [5.67060, -0.29199, 1.00697], [1.88263, -0.03053, -1.50911], [-0.92459, 3.29852, 6.39352], [-5.85462, 6.67469, 0.33262], [5.13991, -5.05389, -4.34407], [-2.44640, -4.56887, -1.62965], [-2.66396, 0.69131, -1.09237], [3.14075, -6.05138, 0.53959], [3.39043, -3.17501, 3.11862], [1.62862, -1.78725, -1.38332], [-2.03932, -1.61140, 4.64364], [-0.63992, 3.00422, 4.99626], [-0.23463, -4.02243, -0.73071], [4.94088, -2.26022, 0.57174], [-7.20725, 6.89046, 0.11494], [2.09292, -4.54705, -1.00930], [4.01047, 1.33825, 1.64993], [-1.59500, -2.08883, 2.60529], [4.01837, -0.12460, -1.86578], [4.23808, -5.41351, 3.68375], [-1.63878, 1.13129, 1.34096], [1.02211, -1.36774, 3.22435], [-1.90889, -0.78397, -0.52543], [-3.72122, 5.73553, -0.37234], [3.01000, 0.39531, 1.50002], [-0.01139, -2.24118, -1.93417], [0.69879, -1.81206, 1.93486], [2.75733, -3.74331, 1.13585], [3.32390, -3.97660, 2.39337], [-1.27064, -1.66390, 3.88349], [0.03477, -1.29832, 4.19007], [0.97231, 2.18496, -1.24989], [-1.80571, -1.80156, -3.47546], [-1.46411, 4.47797, 0.14911], [-1.31185, 2.14681, 4.21268], [-3.46577, -3.15151, -3.37880], [4.93093, -2.67443, -4.96877], [-7.82568, 6.36017, -1.00843], [-0.84828, 2.17668, 2.97766], [-1.40412, 4.27095, 6.48412], [3.75734, 2.34423, 1.95702], [-4.92188, 3.54398, -0.14986], [3.70009, -6.26985, 1.78878], [6.11285, 1.73849, 1.52520], [-5.12008, 5.94070, -0.58845], [2.07098, -2.11399, 0.82576], [2.35245, 3.79222, -1.55313]], "forces_ev_per_angstrom": [[0.004, -0.004, 0.003], [-0.002, 0.002, -0.002], [0.023, -0.016, -0.006], [0.024, 0.013, -0.016], [-0.006, 0.008, 0.006], [0.016, 0.001, 0.035], [-0.016, 0.022, -0.006], [0.001, -0.003, 0.002], [0.005, -0.001, 0.002], [-0.004, -0.007, 0.018], [-0.013, -0.032, -0.026], [-0.002, 0.004, -0.003], [0.016, 0.002, -0.004], [-0.005, 0.019, 0.024], [0.008, 0.026, 0.008], [-0.001, -0.007, 0.001], [0.020, -0.010, -0.005], [0.025, 0.023, -0.023], [0.001, 0.003, 0.000], [-0.004, -0.001, 0.007], [0.000, 0.000, 0.001], [0.013, -0.030, 0.001], [-0.031, 0.010, -0.013], [-0.018, 0.002, -0.039], [-0.001, 0.000, 0.000], [0.002, 0.007, -0.004], [0.005, 0.004, 0.001], [-0.005, 0.002, 0.001], [0.001, 0.003, 0.014], [0.001, 0.000, 0.001], [0.008, 0.011, -0.002], [0.000, -0.008, 0.011], [0.000, -0.001, 0.003], [0.004, 0.001, -0.002], [0.019, 0.048, 0.000], [0.007, 0.011, 0.001], [-0.007, 0.008, -0.007], [0.009, -0.016, 0.007], [0.001, 0.000, 0.000], [-0.002, 0.000, 0.000], [-0.047, 0.019, -0.066], [0.006, -0.002, 0.000], [0.001, 0.002, 0.001], [0.002, 0.002, 0.013], [-0.007, -0.010, -0.008], [0.001, 0.001, 0.000], [-0.021, -0.012, -0.003], [0.000, 0.000, 0.000], [0.004, -0.002, -0.003], [0.000, 0.005, 0.009], [-0.006, -0.007, 0.022], [0.000, 0.000, 0.000], [-0.004, -0.005, -0.001], [0.015, -0.007, -0.002], [0.004, 0.005, -0.004], [-0.005, 0.004, 0.004], [0.010, 0.026, -0.044], [0.005, 0.001, 0.011], [0.002, 0.002, 0.005], [0.001, 0.000, 0.002], [-0.003, 0.001, -0.002], [-0.021, -0.002, 0.014], [0.014, -0.001, 0.004], [0.001, -0.007, 0.007], [-0.034, 0.005, 0.033], [0.002, 0.000, -0.001], [-0.005, 0.006, -0.017], [0.009, -0.010, -0.003], [0.006, -0.001, -0.003], [-0.001, -0.001, 0.000], [0.008, 0.037, 0.030], [0.002, 0.007, 0.001], [-0.020, -0.006, 0.024], [0.006, -0.021, -0.034], [0.000, 0.001, 0.001], [0.012, -0.031, 0.030], [0.013, 0.006, 0.012], [0.028, 0.001, 0.003], [0.005, -0.021, -0.031], [-0.017, -0.005, -0.030], [-0.018, -0.002, -0.062], [0.010, -0.026, 0.054], [-0.011, 0.004, 0.007], [-0.006, 0.000, -0.012], [0.010, -0.003, -0.008], [-0.007, -0.001, -0.007], [-0.009, -0.018, 0.013], [0.000, 0.004, 0.001], [-0.039, 0.010, 0.008], [0.005, 0.012, -0.008], [0.001, -0.002, 0.001], [-0.003, -0.001, -0.002], [-0.001, -0.001, 0.000], [0.024, -0.014, 0.031], [0.004, 0.001, -0.003], [-0.005, -0.002, -0.002], [-0.006, 0.008, 0.022], [0.001, -0.002, 0.002], [0.001, -0.001, -0.001], [-0.006, 0.000, -0.006], [-0.007, -0.039, 0.012], [-0.001, 0.000, 0.000]], "lowdin_charge": [0.136, 0.095, -0.360, -0.101, -0.017, 0.070, -0.842, 0.118, -0.036, -0.251, 0.125, -0.036, 0.387, -0.048, 0.111, 0.098, 0.081, 0.052, -0.025, 0.133, 0.120, -0.092, -0.166, -0.256, 0.118, 0.103, 0.104, 0.129, -0.069, 0.123, 0.018, -0.027, -0.037, 0.121, -0.891, 0.116, 0.018, -0.234, 0.110, 0.121, -0.091, -0.040, -0.068, -0.048, -0.035, 0.110, -0.097, 0.126, -0.034, 0.128, -0.075, 0.109, 0.107, 0.034, 0.131, -0.043, -0.352, 0.006, -0.016, 0.126, 0.123, -0.017, 0.028, 0.117, 1.131, 0.120, -0.117, 0.105, 0.116, -0.067, -0.036, -0.044, -0.070, 0.104, 0.122, 0.780, -0.090, -0.071, 0.041, -0.087, -0.332, -0.322, -0.247, -0.053, -0.052, -0.056, -0.055, -0.038, 0.566, -0.159, 0.124, 0.123, -0.073, -0.127, 0.103, 0.119, 0.107, -0.018, 0.121, -0.263, 1.126, 0.123], "homo_energy_ha": -0.421, "de_lowest_kj_mol": 0.0, "lumo_ev": -5.48, "gap_ev": 5.97, "total_energy_ha": -3826.1109, "charge": 2}

# 2
{"formula": "C30H38N4O2Zn", "method": "wB97M-V/def2-TZVPD", "species": ["O", "H", "C", "H", "C", "H", "N", "C", "C", "N", "H", "C", "C", "C", "C", "C", "C", "H", "C", "H", "C", "C", "H", "H", "H", "C", "H", "H", "H", "C", "C", "C", "H", "H", "H", "C", "C", "N", "H", "H", "C", "C", "C", "C", "C", "H", "H", "H", "H", "Zn", "H", "H", "H", "H", "H", "H", "O", "C", "H", "C", "H", "H", "C", "H", "H", "H", "H", "C", "N", "H", "H", "H", "C", "C", "H"], "positions_angstrom": [[1.92325, 1.86322, 1.60482], [3.50472, 0.35357, -1.93503], [-3.20711, -1.46270, -0.31050], [1.92634, 5.15276, 1.21837], [2.23929, -4.43461, -0.32189], [-3.40392, -2.53861, -0.19282], [0.41515, -0.40322, -2.19175], [3.97003, -1.00496, -0.25659], [4.78146, -1.16539, 0.87097], [0.52543, 3.00996, -1.82504], [-3.62265, 1.75338, 2.01745], [1.14530, -2.49550, -2.25192], [1.03910, 1.95191, -3.89263], [1.68278, 3.07743, -4.38266], [-1.12313, 0.36971, 2.18928], [1.74326, 4.22791, -3.56350], [-0.91832, -3.15651, 0.95476], [1.52322, 4.25510, 2.69285], [0.76699, -1.24955, 2.89161], [1.46391, -0.40143, 2.93769], [0.22604, -1.65155, -2.73938], [4.14944, 0.27133, -1.04627], [5.61674, -1.66280, 3.42875], [2.28317, -5.20311, 0.46456], [-0.10708, -3.55198, 1.57664], [4.77686, -2.36544, 1.59476], [2.21957, 5.15115, -3.90248], [-2.81280, -1.31359, -1.33217], [-0.49796, 2.42225, 2.31938], [-2.26134, -0.98812, 0.71801], [3.08823, -3.28264, 0.09171], [-1.18583, -1.74008, 1.26420], [3.96944, -4.37458, 1.70953], [-1.28491, 0.65267, -2.81136], [-0.01112, 3.87658, 0.13868], [1.10456, 4.13903, -2.28705], [5.69517, -2.52426, 2.76190], [1.96496, -1.71867, -1.39363], [1.07036, 5.04607, -1.64361], [0.08886, 1.33827, 3.64004], [1.46010, -0.45318, -1.28684], [2.15873, 3.03393, 1.00710], [0.47034, 1.91351, -2.59951], [1.43771, 4.23313, 1.59308], [-3.16963, 1.42137, 1.06942], [-0.48393, 4.95202, 1.36482], [5.19610, 0.31797, -1.40098], [-0.59097, -1.83402, -3.40890], [-3.97852, 1.11817, 0.39512], [1.56323, 0.96922, -0.02225], [-0.64669, -3.29736, -0.10092], [-1.81154, -3.77666, 1.13441], [2.15441, 3.10052, -5.38358], [0.98735, 1.04890, -4.48971], [1.17706, -4.19822, -0.48007], [0.54115, -1.55308, 3.92765], [2.85140, 3.13232, -0.02303], [-0.45710, -0.89380, 2.14721], [1.36371, -3.55366, -2.47968], [-0.76480, 1.56171, 2.97872], [2.63073, -4.87505, -1.25415], [5.47733, -0.36274, 1.14174], [3.08526, -2.05814, -0.59934], [5.42853, -3.42120, 3.31551], [-0.60959, 0.84958, -1.07486], [4.03448, 1.18523, -0.42336], [-4.16183, -0.92285, -0.24223], [-0.34307, 0.69820, -2.16456], [0.04332, 4.10032, 1.15107], [1.29306, -2.08382, 2.41112], [-2.66474, 2.29837, 0.63231], [-1.62754, 1.87826, 3.60282], [3.94489, -3.41160, 1.19898], [-2.23083, 0.30789, 1.30389], [6.73957, -2.61015, 2.44454]], "forces_ev_per_angstrom": [[0.251, 1.837, -0.999], [0.311, 0.019, 0.459], [-0.271, -0.177, -0.358], [-0.030, -0.317, -0.002], [-0.312, -0.701, 0.160], [-0.107, 0.102, -0.118], [2.208, -4.437, -0.491], [0.534, 0.101, 0.866], [-0.345, -0.634, -0.580], [-1.084, -1.101, 2.257], [-0.077, 0.109, -0.124], [1.049, -0.673, -0.046], [-1.426, -1.932, 1.910], [1.555, 1.773, -1.267], [-0.136, -1.200, -1.059], [-1.463, -0.580, 1.992], [0.073, -0.504, -0.179], [-0.260, -0.304, -0.311], [0.453, -0.173, 0.430], [-0.019, -0.170, 0.053], [-0.678, 0.689, 0.041], [0.641, 0.341, -0.495], [0.070, -0.048, 0.102], [0.000, 0.107, -0.271], [-0.043, -0.056, -0.112], [0.106, 0.270, -0.032], [-0.184, -0.197, 0.200], [-0.178, -0.093, 0.001], [-0.228, -0.661, 0.790], [0.693, 0.525, 1.088], [0.961, 0.067, 0.972], [-0.179, 1.389, 0.189], [-0.007, 0.216, 0.100], [1.189, -0.230, 1.030], [0.061, 0.161, 0.583], [1.708, 1.854, -2.432], [0.047, 0.053, 0.133], [1.103, -0.745, 0.544], [0.081, -0.781, -0.325], [-0.248, 0.246, -0.115], [-0.722, 0.280, -0.637], [0.908, -0.911, 0.257], [0.654, 1.038, -3.147], [0.090, 0.514, -0.268], [-0.269, 0.479, -0.058], [0.256, -0.471, -0.283], [-0.247, -0.116, 0.101], [-0.120, -0.091, -0.171], [0.001, 0.150, 0.031], [-0.246, -0.433, 0.426], [0.021, -0.149, 0.019], [0.115, -0.101, -0.006], [-0.301, -0.164, 0.642], [-0.050, -0.104, -0.093], [0.480, 0.044, 0.175], [0.205, -0.015, 0.033], [-0.675, 0.011, 1.257], [-1.194, 0.462, -0.773], [-0.293, 1.153, 0.100], [0.175, 0.831, 0.315], [-0.158, -0.024, 0.167], [-0.285, -0.229, -0.028], [-1.209, 0.445, -0.562], [0.088, -0.084, 0.195], [-0.569, 0.240, -0.764], [-0.151, -0.536, -0.388], [0.039, -0.178, -0.135], [-3.068, 4.024, 0.176], [-0.065, 0.659, -0.242], [0.060, 0.088, 0.101], [-0.184, -0.046, 0.018], [0.291, 0.010, 0.008], [-0.329, 0.167, -1.192], [0.889, -1.074, 0.073], [0.041, -0.017, 0.069]], "lowdin_charge": [-0.138, 0.073, -0.094, 0.101, -0.078, 0.056, -0.140, -0.214, -0.016, 0.000, 0.059, -0.070, -0.112, -0.208, -0.272, -0.141, -0.091, 0.112, -0.089, 0.054, -0.059, -0.085, 0.072, 0.075, 0.060, -0.306, 0.065, 0.055, 0.036, -0.277, -0.211, -0.266, 0.102, 0.155, 0.049, -0.226, -0.087, -0.016, 0.072, 0.063, -0.201, -0.618, -0.326, -0.202, -0.090, 0.073, 0.082, 0.111, 0.049, 0.890, 0.047, 0.061, 0.057, 0.081, 0.042, 0.062, -0.011, -0.269, 0.105, -0.101, 0.076, 0.122, -0.135, 0.061, 0.116, 0.061, 0.052, -0.193, 0.000, 0.052, 0.065, 0.062, -0.032, -0.280, 0.067], "homo_energy_ha": [0.068, 0.044], "de_lowest_kj_mol": 0.0, "lumo_ev": [4.54, 4.51], "gap_ev": [2.69, 3.31], "total_energy_ha": -3314.6377, "charge": -2}

The highest charge belongs to which entry? C48H44AuClN4OP2S

The highest charge belongs to which entry? C48H44AuClN4OP2S